(1)
The following is a quantum chemistry calculation of a single C15H23BrN2O2 molecule, from the Open Molecules 2025 dataset.

Atoms and positions in Å:
C (-5.97376, 0.37453, 0.80901)
H (-6.86525, -0.20626, 1.04119)
O (-5.01012, -0.56821, 0.40794)
C (-3.76483, -0.12585, 0.04465)
C (-3.41088, 1.21540, 0.06181)
C (-2.13908, 1.62783, -0.30208)
C (-1.16853, 0.72592, -0.70181)
C (-1.53474, -0.61174, -0.72403)
C (-2.79713, -1.06770, -0.36270)
O (-2.94105, -2.41649, -0.45051)
C (-4.16837, -3.05240, -0.17088)
H (-3.98320, -4.11119, -0.35138)
H (-4.47272, -2.90849, 0.86772)
H (-4.96460, -2.70503, -0.83231)
H (-0.80077, -1.34094, -1.02557)
C (0.21954, 1.12395, -1.12146)
N (1.20261, 0.14657, -0.69111)
C (2.43516, 0.29419, -1.44899)
C (3.62572, -0.48789, -0.89487)
N (4.40995, 0.32015, 0.02451)
C (5.77967, -0.13830, 0.11385)
H (6.34231, 0.54394, 0.75005)
H (5.86705, -1.15439, 0.53159)
H (6.22726, -0.13032, -0.87891)
C (3.81954, 0.42655, 1.34501)
C (2.42460, 1.04557, 1.33791)
H (2.44488, 1.98463, 0.78412)
C (1.35855, 0.11002, 0.75412)
H (0.38396, 0.34707, 1.18691)
H (1.59159, -0.92033, 1.04603)
H (2.15790, 1.27360, 2.37182)
H (4.48138, 1.06238, 1.94104)
H (3.76651, -0.56200, 1.84229)
H (4.27495, -0.73505, -1.73816)
H (3.28701, -1.43497, -0.44656)
H (2.74960, 1.34808, -1.52701)
H (2.21685, -0.06398, -2.46143)
H (0.45278, 2.13648, -0.75116)
H (0.24692, 1.16407, -2.21657)
Br (-1.78509, 3.50247, -0.23996)
H (-4.12494, 1.96320, 0.36549)
H (-6.20419, 1.08358, 0.00752)
H (-5.65707, 0.92134, 1.70286)

Cartesian forces, eV/Å:
C -0.1450 0.1232 0.0606
H 0.0257 0.0938 0.0007
O 0.3799 -0.1549 -0.1278
C 0.0026 -0.0661 -0.0100
C -0.0910 0.0112 0.0355
C 0.0724 0.0647 -0.0313
C -0.2279 0.2209 0.0611
C -0.3514 -0.0180 0.0936
C 0.1619 0.1637 -0.0697
O 0.1882 0.1961 -0.0069
C -0.3398 -0.3238 0.0629
H -0.0385 0.0617 0.0158
H 0.0142 -0.0291 -0.0955
H 0.0532 -0.0414 0.0565
H 0.0904 -0.1383 -0.0167
C 0.1455 -0.0221 -0.0224
N -0.0420 -0.0306 -0.1391
C -0.0118 -0.1865 -0.1949
C -0.1406 0.3064 -0.1963
N 0.0941 -0.0446 0.0990
C -0.0184 -0.0076 0.0017
H 0.0708 -0.0218 0.0205
H 0.0306 -0.0261 0.0105
H 0.0735 -0.0348 -0.0114
C -0.0544 0.3003 0.0286
C 0.0045 -0.2994 -0.0063
H -0.0078 0.1271 0.0425
C 0.0353 0.0302 0.1761
H 0.0632 -0.0881 0.0115
H -0.0366 0.0547 0.1381
H -0.0040 0.0375 0.0033
H -0.0071 -0.1071 0.0178
H 0.0229 0.0317 0.0005
H -0.0496 -0.0338 0.0622
H 0.0510 -0.0661 -0.0188
H 0.0095 -0.0742 -0.0316
H 0.0676 0.0974 0.0066
H -0.0315 -0.1250 -0.1104
H 0.0562 0.0878 0.0537
Br -0.0651 -0.0726 0.0120
H -0.0735 0.0145 0.0267
H 0.0253 -0.0101 0.0378
H -0.0027 -0.0008 -0.0465

Summary:
Frontier orbital gap ... 8.7200 eV
Energy relative to the best compared isomer or geometry (same formula, charge and spin) ... 82.1 kJ/mol
SMILES string ... COc1cc(Br)c(CN2CCCN(C)CC2)cc1OC
Total energy ... -3419.31899 a.u.
F_max ... 0.474 eV/A
HOMO ... -7.98 eV
Total charge ... 0

***

(2)
The following is a quantum chemistry calculation of a single C6H11N molecule, from the Open Molecules 2025 dataset.

Atoms and positions in Å:
C (0.34109, -1.11064, 1.89912)
C (0.77865, -1.39080, 0.46386)
C (-0.26913, -0.92581, -0.57939)
C (-0.56063, 0.55044, -0.46510)
C (-1.80445, 1.04105, -0.60339)
C (1.04280, 2.07092, -1.22174)
N (0.54265, 1.41023, -0.26360)
H (-0.39126, -1.84136, 2.24842)
H (-0.26955, -0.20406, 1.84417)
H (1.16761, -0.96027, 2.58411)
H (0.96505, -2.44809, 0.26801)
H (1.69368, -0.84317, 0.23515)
H (-1.21236, -1.42060, -0.33691)
H (0.05101, -1.14544, -1.59492)
H (-1.99625, 1.97669, -1.10494)
H (-2.64529, 0.46128, -0.24608)
H (2.04781, 2.42270, -0.99326)
H (0.51857, 2.35694, -2.13351)

Cartesian forces, eV/Å:
C -0.9603 0.3219 -0.7977
C 0.0882 -0.0509 -0.7686
C 0.2060 0.2995 2.3324
C -1.1340 1.0464 -0.2923
C 0.2112 -0.4875 0.0373
C 0.2888 0.3324 1.3428
N 0.5348 -1.4502 -1.6358
H 0.4040 -0.3331 0.1914
H 0.3632 0.2845 0.3684
H -0.0402 -0.1724 0.1464
H 0.1744 -0.0485 0.2196
H 0.1446 -0.1236 0.1543
H -0.0696 -0.1821 -0.4652
H -0.0594 -0.0286 -0.1140
H 0.0278 0.6832 0.9034
H -0.1808 -0.3451 -0.8517
H -0.1610 0.7609 -0.4483
H 0.1623 -0.5069 -0.3225

Summary:
Frontier orbital gap ... 9.6711 eV
Energy relative to the best compared isomer or geometry (same formula, charge and spin) ... 212.0 kJ/mol
SMILES string ... C=NC(=C)CCC
Total energy ... -289.89095 a.u.
F_max ... 2.361 eV/A
HOMO ... -8.61 eV
Total charge ... 0

***

(3)
The following is a quantum chemistry calculation of a single C3H5N3O3 molecule, from the Open Molecules 2025 dataset.

Atoms and positions in Å:
C (1.67049, 0.31196, 0.24620)
C (-0.59438, -0.42582, -0.84473)
C (-1.56475, -0.06928, 0.31868)
H (3.16388, -0.90484, -0.28382)
H (3.51864, 0.35589, 0.85128)
H (1.24041, -0.62967, -1.50557)
H (-2.04430, -1.05465, -1.70858)
H (-0.42174, 1.27073, 1.08959)
N (3.01430, 0.05763, 0.00176)
N (0.79556, -0.24286, -0.70102)
N (-1.08776, -1.01734, -1.83761)
O (1.25965, 1.03050, 1.15639)
O (-1.35084, 0.98307, 1.11269)
O (-2.60628, -0.70365, 0.35520)

Cartesian forces, eV/Å:
C -1.6999 0.5477 -0.1798
C -0.2514 0.1959 1.9486
C -1.5402 0.0720 -0.1090
H 0.3804 0.2464 0.0830
H -0.0209 -0.4388 -0.8669
H 0.4402 -0.2360 -0.5334
H -2.5911 -0.3931 0.2536
H 0.6429 -0.0236 0.0063
N -0.8596 0.1159 1.1308
N 0.5974 -0.1759 -0.3236
N 3.2966 0.5477 -0.6096
O 0.7735 -0.4736 -0.5678
O -0.5744 -0.8927 -0.4195
O 1.4064 0.9080 0.1872

Summary:
Frontier orbital gap ... 10.8114 eV
Energy relative to the best compared isomer or geometry (same formula, charge and spin) ... 0.0 kJ/mol
SMILES string ... [H]/N=C(/NC(N)=O)C(=O)O
Total energy ... -507.34786 a.u.
F_max ... 3.397 eV/A
HOMO ... -10.47 eV
Total charge ... 0